[1]
{
  "formula": "C3H5O2S2",
  "method": "ωB97M-V with the def2-TZVPD basis set",
  "symbols": ["C", "C", "O", "O", "C", "S", "S", "H", "H", "H", "H", "H"],
  "coordinates": [[1.140160, 0.433594, -0.729390], [2.547676, -0.107036, -0.230548], [3.494461, 0.635153, -0.493954], [2.428669, -1.183300, 0.358212], [0.110747, 0.511903, 0.317427], [-1.574197, 0.483216, -0.552463], [-2.757736, -0.583422, 0.814420], [1.171306, 1.350644, -1.331082], [0.686413, -0.343217, -1.466616], [-0.016576, -0.416157, 0.891421], [0.139417, 1.315437, 1.051583], [0.044999, -0.885990, -1.850721]],
  "forces_ev_per_angstrom": [[1.445, 2.025, 1.453], [-0.930, -0.116, -0.401], [0.391, 0.269, -0.032], [0.394, -0.399, 0.271], [-2.007, -1.640, -0.497], [-0.111, -1.252, 1.334], [0.792, 1.006, -1.176], [0.142, -0.301, -0.190], [0.261, -1.105, -0.873], [0.632, 0.171, -0.089], [0.130, 0.426, -0.510], [-1.138, 0.918, 0.709]],
  "e_homo_ha": -0.146,
  "charge": -1,
  "e_above_lowest_kcal_mol": 95.81,
  "spin_multiplicity": 1
}

[2]
{
  "formula": "C3H5NO3S",
  "method": "ωB97M-V with the def2-TZVPD basis set",
  "symbols": ["C", "C", "N", "S", "O", "O", "C", "O", "H", "H", "H", "H", "H"],
  "coordinates": [[-1.303207, 0.857061, 0.002337], [0.014176, 0.323924, -0.534934], [0.824546, 0.754375, -1.513164], [2.133943, -0.312284, -1.625073], [1.959370, -1.235351, -2.721001], [3.405848, 0.378560, -1.604027], [1.632430, -1.234338, -0.064244], [0.421214, -0.678358, 0.231844], [-1.276681, 1.860577, -0.312634], [-1.270136, 0.739679, 1.099614], [-2.112055, 0.174286, -0.398616], [2.119303, -0.913554, 0.889410], [1.613134, -2.218345, -0.297695]],
  "forces_ev_per_angstrom": [[0.936, -2.010, -0.579], [2.054, 0.899, -1.620], [-1.935, -1.177, 2.108], [0.700, 0.019, -0.484], [-0.474, 0.341, 0.666], [-1.342, -0.275, 0.727], [2.116, 4.290, 1.257], [-2.715, -0.765, 0.257], [-1.015, 1.291, -0.305], [-0.051, 0.217, -0.575], [0.687, 1.228, 0.280], [1.211, -0.958, -1.233], [-0.173, -3.100, -0.501]],
  "e_homo_ha": -0.389,
  "smiles": "CC1=NS(=O)(=O)CO1",
  "charge": 0,
  "e_above_lowest_kcal_mol": 50.52,
  "spin_multiplicity": 1
}

[3]
{
  "formula": "C2H8NO",
  "method": "ωB97M-V with the def2-TZVPD basis set",
  "symbols": ["N", "H", "H", "H", "H", "O", "C", "C", "H", "H", "H", "H"],
  "coordinates": [[0.114125, -1.593712, 2.069976], [-0.839979, -1.220716, 2.043860], [0.498019, -1.466411, 3.003455], [0.152988, -2.574261, 1.778360], [0.591495, -1.065644, 1.320250], [0.556251, 0.075838, -0.061337], [0.385507, 1.048094, -0.767096], [-0.483970, 1.150220, -1.960591], [1.018686, 1.934955, -0.574903], [0.144191, 0.987309, -2.836271], [-0.763051, 2.190548, -2.088569], [-1.374263, 0.533779, -1.927132]],
  "forces_ev_per_angstrom": [[-0.324, -0.038, -0.583], [-0.019, -0.411, 0.115], [0.259, 0.036, -0.061], [-0.294, 0.024, 0.331], [0.399, 0.522, 0.051], [-0.545, -0.389, 0.251], [0.906, 0.325, -0.213], [-0.137, 0.529, 0.192], [-0.141, -0.019, 0.035], [0.026, -0.489, -0.110], [-0.255, 0.236, 0.153], [0.125, -0.327, -0.162]],
  "e_homo_ha": -0.527,
  "charge": 1,
  "e_above_lowest_kcal_mol": 6.95,
  "spin_multiplicity": 1
}

[4]
{
  "formula": "C15H23N3O4",
  "method": "ωB97M-V with the def2-TZVPD basis set",
  "symbols": ["C", "C", "N", "C", "C", "N", "C", "C", "C", "C", "O", "C", "C", "O", "C", "C", "C", "N", "O", "O", "C", "C", "H", "H", "H", "H", "H", "H", "H", "H", "H", "H", "H", "H", "H", "H", "H", "H", "H", "H", "H", "H", "H", "H", "H"],
  "coordinates": [[-1.784006, -1.045745, 4.850971], [-2.593619, 0.033767, 4.122989], [-2.378562, 0.152942, 2.695805], [-2.750287, -1.020039, 1.929858], [-2.742159, -0.656727, 0.439728], [-1.462808, -0.150632, -0.023231], [-0.447404, -1.193094, -0.160543], [0.773961, -0.629554, -0.836437], [0.571813, 0.020279, -2.047904], [1.594683, 0.573268, -2.805922], [1.373639, 1.241455, -3.969949], [0.048936, 1.416543, -4.418178], [2.927731, 0.433013, -2.349511], [4.059411, 0.881969, -2.944370], [4.037373, 1.528151, -4.199030], [3.134829, -0.227398, -1.150371], [2.089187, -0.737561, -0.383134], [2.464324, -1.362923, 0.851842], [1.653028, -1.406536, 1.758802], [3.590192, -1.810374, 0.934360], [-1.054190, 0.954328, 0.828972], [-1.050370, 0.604997, 2.321306], [-0.717864, -0.896989, 4.699820], [-1.991091, -0.997601, 5.916923], [-2.051541, -2.037710, 4.494831], [-2.364208, 1.009921, 4.561029], [-3.661615, -0.157359, 4.271233], [-3.757972, -1.324354, 2.223337], [-2.068505, -1.870149, 2.103582], [-3.020954, -1.525428, -0.161458], [-3.476651, 0.136347, 0.272004], [-0.873769, -1.961156, -0.817486], [-0.183107, -1.666299, 0.789983], [-0.450855, 0.102429, -2.375935], [-0.429541, 0.458357, -4.640138], [0.131112, 1.999234, -5.334439], [-0.552044, 1.966672, -3.688763], [5.083461, 1.731123, -4.426577], [3.484450, 2.468587, -4.160974], [3.614117, 0.888493, -4.975819], [4.148138, -0.332831, -0.795475], [-0.062178, 1.290901, 0.520831], [-1.769515, 1.764528, 0.659549], [-0.813683, 1.501388, 2.899217], [-0.271889, -0.148235, 2.518673]],
  "forces_ev_per_angstrom": [[-0.154, 0.218, -0.221], [0.028, -0.096, 0.174], [-0.044, 0.038, -0.112], [-0.061, 0.100, -0.246], [-0.148, -0.176, 0.130], [0.057, -0.050, -0.161], [-0.278, -0.151, 0.220], [0.352, -0.182, 0.273], [0.172, 0.060, -0.082], [0.073, -0.057, 0.068], [0.360, -0.116, 0.232], [-0.228, 0.036, -0.090], [-0.252, -0.135, 0.224], [-0.053, -0.105, 0.272], [0.127, 0.232, -0.420], [-0.029, 0.035, -0.020], [-0.352, 0.701, -1.417], [0.217, -0.406, 0.640], [0.025, 0.044, 0.216], [0.155, -0.096, 0.059], [0.145, 0.114, 0.247], [-0.010, 0.101, -0.232], [0.136, -0.045, 0.037], [0.010, -0.041, 0.125], [0.027, -0.131, 0.010], [-0.093, -0.028, 0.027], [0.038, 0.080, 0.064], [0.013, -0.067, -0.001], [-0.065, -0.019, 0.040], [-0.019, 0.008, -0.018], [-0.074, -0.082, 0.042], [0.034, 0.018, 0.071], [-0.086, 0.017, -0.289], [-0.114, 0.050, -0.064], [0.008, 0.032, 0.027], [-0.067, -0.045, 0.063], [0.015, -0.035, -0.014], [-0.078, -0.007, -0.008], [0.061, -0.084, -0.019], [0.040, 0.059, 0.052], [0.047, 0.012, -0.023], [-0.024, 0.065, 0.010], [0.075, 0.055, 0.067], [0.056, -0.003, 0.010], [-0.040, 0.083, 0.040]],
  "e_homo_ha": -0.293,
  "smiles": "CCN1CCN(Cc2cc(OC)c(OC)cc2[N+](=O)[O-])CC1",
  "charge": 0,
  "e_above_lowest_kcal_mol": 140.92,
  "spin_multiplicity": 1
}

Repeat the second record exactly.
{
  "formula": "C3H5NO3S",
  "method": "ωB97M-V with the def2-TZVPD basis set",
  "symbols": ["C", "C", "N", "S", "O", "O", "C", "O", "H", "H", "H", "H", "H"],
  "coordinates": [[-1.303207, 0.857061, 0.002337], [0.014176, 0.323924, -0.534934], [0.824546, 0.754375, -1.513164], [2.133943, -0.312284, -1.625073], [1.959370, -1.235351, -2.721001], [3.405848, 0.378560, -1.604027], [1.632430, -1.234338, -0.064244], [0.421214, -0.678358, 0.231844], [-1.276681, 1.860577, -0.312634], [-1.270136, 0.739679, 1.099614], [-2.112055, 0.174286, -0.398616], [2.119303, -0.913554, 0.889410], [1.613134, -2.218345, -0.297695]],
  "forces_ev_per_angstrom": [[0.936, -2.010, -0.579], [2.054, 0.899, -1.620], [-1.935, -1.177, 2.108], [0.700, 0.019, -0.484], [-0.474, 0.341, 0.666], [-1.342, -0.275, 0.727], [2.116, 4.290, 1.257], [-2.715, -0.765, 0.257], [-1.015, 1.291, -0.305], [-0.051, 0.217, -0.575], [0.687, 1.228, 0.280], [1.211, -0.958, -1.233], [-0.173, -3.100, -0.501]],
  "e_homo_ha": -0.389,
  "smiles": "CC1=NS(=O)(=O)CO1",
  "charge": 0,
  "e_above_lowest_kcal_mol": 50.52,
  "spin_multiplicity": 1
}